Here is a cluster of 2 separate species, C3Cl4O2 in total from the OMol25 dataset. Energies are from wB97M-V/def2-TZVPD.

Output
* SMILES string: O=C=C1OC1(Cl)Cl.ClCl
* highest occupied orbital energy: -9.3 eV
* Kohn-Sham gap: 6.3 eV
* energy above the lowest of the compared OMol25 structures with the same formula, charge and spin: 335.5 kJ/mol

```
9
Properties=species:S:1:pos:R:3:lowdin_charge:R:1
Cl 1.1716 -2.0239 -0.0908 0.693
Cl 2.2145 0.6114 -1.1672 0.586
Cl -2.0484 -1.2071 -0.7360 0.119
Cl -2.1647 -0.0672 -2.6552 0.063
O -1.8041 1.4723 1.0929 0.149
O 1.6082 0.1486 1.5043 0.017
C 1.3894 -0.3432 0.1957 -1.139
C 0.4580 0.5769 0.8287 -0.300
C -0.8245 0.8323 1.0277 -0.188
```

***

Here is a cluster of 2 separate species, C2HNO4 in total from the OMol25 dataset. Energies are from wB97M-V/def2-TZVPD.

Output
* highest occupied orbital energy (alpha / beta): -10.0 / -9.2 eV
* Kohn-Sham gap (alpha / beta): 8.4 / 7.2 eV
* energy above the lowest of the compared OMol25 structures with the same formula, charge and spin: 506.0 kJ/mol

```
8
Properties=species:S:1:pos:R:3:lowdin_charge:R:1
O 0.8593 -0.2094 -1.9536 0.102
O 1.7311 -0.2469 1.2568 0.080
O -0.2620 0.0541 2.0276 0.050
O -1.8991 -0.6294 0.1211 0.255
N 0.5411 -0.1878 1.1692 -0.292
C -0.9931 -0.3307 -0.5282 -0.035
C 0.0122 0.3048 -1.2729 -0.286
H 0.0106 1.2453 -0.8201 0.125
```

***

Here is a cluster of 6 separate species, C13H38ClINO5S5 in total from the OMol25 dataset. Energies are from wB97M-V/def2-TZVPD.

Output
* highest occupied orbital energy: -10.1 eV
* Kohn-Sham gap: 6.2 eV
* net charge: +1

```
64
Properties=species:S:1:pos:R:3:lowdin_charge:R:1
I -3.0376 0.2093 3.6602 1.058
Cl -0.6082 -3.1863 1.8565 0.782
S -4.8703 1.9538 -3.3698 0.822
S 2.0663 -0.5199 9.3970 0.825
S 4.1457 -1.0360 -6.5014 0.823
S 0.9810 -0.5525 4.9868 0.849
S -0.3768 2.9416 -6.3857 0.803
O -1.4307 1.9393 -6.7186 -0.564
O -0.0038 -0.0053 3.9831 -0.676
O 1.9539 -0.7748 7.9295 -0.602
O 3.0841 -0.0023 -6.3510 -0.565
O -4.0018 2.1250 -2.1653 -0.570
N -1.7937 -2.1918 2.6650 -0.374
C 5.0113 -1.1116 -4.9296 -0.271
C 3.3304 -2.6295 -6.3589 -0.269
C 0.8704 -1.5961 10.1915 -0.266
C 0.6701 3.0843 -7.8373 -0.263
C -3.8457 2.2166 -4.8125 -0.281
C -1.8732 -0.7645 2.1612 -0.770
C 1.5382 -2.0447 4.1797 -0.277
C -2.7429 0.7322 0.3252 -0.120
C 2.4954 0.3843 4.8317 -0.245
C 0.8452 2.0993 -5.3789 -0.273
C -5.0840 0.1841 -3.5961 -0.272
C 1.1963 1.0177 9.7117 -0.265
C -2.5131 -0.7118 0.7937 -0.314
H 2.3311 -2.5655 4.7148 0.071
H 1.1394 1.1871 10.7866 0.058
H -2.7133 -2.6366 2.5835 0.127
H 0.9899 2.0882 -8.1413 0.060
H 4.2849 -1.2333 -4.1264 0.055
H 4.0802 -3.4202 -6.3391 0.055
H -4.4224 1.9773 -5.7055 0.063
H -2.0296 1.4052 0.8099 0.080
H 1.8506 -1.7978 3.1653 0.055
H -5.6145 0.0008 -4.5300 0.055
H -1.5466 -2.1601 3.6614 0.079
H 3.2631 -0.1026 5.4311 0.060
H 0.3835 1.8547 -4.4236 0.047
H 0.8225 -1.3599 11.2541 0.058
H 0.2006 0.9632 9.2724 0.059
H 2.7797 0.4445 3.7814 0.063
H -2.9528 1.5964 -4.7693 0.039
H -1.8499 -1.2131 0.0802 0.104
H 0.0794 3.5493 -8.6238 0.050
H -5.6755 -0.1850 -2.7606 0.045
H -0.1021 -1.4620 9.7188 0.058
H -3.7496 1.0745 0.5535 0.071
H 1.7682 1.8173 9.2457 0.051
H 2.7244 -2.6419 -5.4533 0.056
H 1.1690 1.1938 -5.8897 0.024
H 2.3017 1.3792 5.2267 0.060
H 5.5477 -0.1729 -4.8092 0.050
H 1.2145 -2.6196 10.0594 0.051
H 5.7193 -1.9400 -4.9453 0.055
H -3.4562 -1.2708 0.8028 0.112
H -2.5860 0.8295 -0.7461 0.057
H -4.1049 -0.2952 -3.6117 0.055
H 1.6953 2.7621 -5.2173 0.058
H 1.5297 3.7107 -7.6009 0.056
H -0.8624 -0.3591 2.1853 0.070
H -3.5649 3.2674 -4.8359 0.055
H 0.6539 -2.6778 4.1623 -0.003
H 2.6951 -2.7478 -7.2341 0.052
```

***

Here is the ion C3H3Cl4O3S with charge -1 from the OMol25 dataset. Energies are from wB97M-V/def2-TZVPD.

Output
* multiplicity: 3
* highest occupied orbital energy (alpha / beta): -3.4 / -5.8 eV
* Kohn-Sham gap (alpha / beta): 6.6 / 7.7 eV
* net charge: -1
* expectation value of S²: 2.008

```
14
Properties=species:S:1:pos:R:3:mulliken_spin:R:1
Cl 2.5091 -1.2232 0.3413 0.171
Cl 4.1640 -0.6204 2.6868 0.057
Cl 4.6666 1.0930 0.2896 0.083
Cl 1.2647 -0.8271 -2.1824 0.081
S 2.2932 1.6585 1.8211 0.005
O 1.3145 0.8091 2.5134 -0.003
O 1.8720 2.0857 0.5025 -0.003
O 3.0105 2.5230 2.7018 0.027
C 3.5547 0.4031 1.3818 0.700
C 1.0020 -1.2321 -0.4911 0.835
C -0.0879 -0.3276 0.1723 0.006
H 0.0713 -0.5974 1.2344 0.001
H -0.0183 0.7527 -0.0786 0.024
H -1.0843 -0.8257 -0.1206 0.017
```

***

no.,total energy (a.u.),F_max (eV/Å)
1,-2105.38358,3.3
2,-432.32030,3.9
3,-3697.45619,0.6
4,-2580.70866,3.6